Molecular formula: C43H98F3N5O5
Method: DFT, wB97M-V/def2-TZVPD

Output
Frontier orbital gap, eV: 8.545
SMILES string: CCOC(=O)C(F)(F)F.CCN(CC)CC.CCN(CC)CC.CCN(CC)CC.CCN(CC)CC.CCN(CC)CC.CC(C)=O.CC(C)=O.CC(C)=O
HOMO level, eV: -8.07

Geometry as ORCA input:
```
! RIJCOSX wB97M-V def2-TZVPD def2/J DEFGRID3
* xyz 0 1
C -0.71832 3.70270 0.15522
C 0.09662 2.49313 -0.20533
O -0.80161 1.36985 -0.30864
C -0.28638 0.16200 -0.40096
O 0.70902 -0.19689 -0.95135
C -1.17199 -0.85828 0.35486
F -2.34637 -1.03458 -0.28311
F -0.55847 -2.03096 0.43272
F -1.41711 -0.40984 1.58987
H -0.13710 4.61979 0.20208
H -1.33375 3.55261 1.04046
H -1.42186 3.89533 -0.66671
H 0.77218 2.27142 0.63090
H 0.72878 2.66783 -1.07231
C -5.37725 -1.48213 2.18475
C -6.11059 -0.25779 1.67905
N -5.67655 1.01752 2.28128
C -6.39216 2.13007 1.67429
C -5.98376 2.51872 0.24858
C -4.24967 1.22400 2.43286
C -3.92810 2.33228 3.42678
H -4.31367 -1.47647 1.95495
H -5.88845 -2.37357 1.82897
H -5.43711 -1.47826 3.27901
H -6.15219 -0.25665 0.57956
H -7.14696 -0.33569 2.02860
H -7.44757 1.84941 1.70389
H -6.28640 2.99815 2.32706
H -6.34737 3.52766 0.05718
H -4.89924 2.52636 0.12904
H -6.39220 1.81518 -0.47528
H -3.72082 1.46319 1.48786
H -3.75620 0.32296 2.79063
H -4.52869 3.23770 3.34406
H -2.88022 2.64726 3.37313
H -4.04695 2.00868 4.46762
C 2.14844 3.17332 -3.60076
C 3.45387 3.45740 -2.86882
N 3.26617 3.80083 -1.45280
C 4.55369 3.97444 -0.80009
C 5.41167 2.72052 -0.76801
C 2.42696 4.98394 -1.26126
C 2.99225 6.33264 -1.69968
H 1.62392 2.30940 -3.18869
H 2.36838 2.92876 -4.64231
H 1.50230 4.04749 -3.62857
H 4.08617 2.57602 -2.92095
H 3.94118 4.31463 -3.36109
H 5.16470 4.77174 -1.26209
H 4.37000 4.31325 0.22424
H 6.29101 2.89290 -0.14473
H 4.86316 1.89806 -0.29793
H 5.73985 2.36059 -1.74071
H 2.26472 5.07173 -0.18164
H 1.47018 4.80929 -1.74115
H 3.21258 6.40996 -2.76753
H 3.90327 6.59466 -1.16377
H 2.25201 7.10884 -1.49106
C 2.36425 0.28872 -6.04229
C 2.57178 -1.20693 -6.04930
N 2.00620 -1.88398 -4.90889
C 2.02787 -3.33349 -4.99888
C 1.08083 -3.86549 -6.08521
C 2.47842 -1.38859 -3.61724
C 3.96081 -1.61022 -3.27856
H 1.32610 0.54830 -5.81109
H 2.58026 0.74300 -7.01057
H 2.97837 0.81131 -5.30515
H 2.06414 -1.60245 -6.93431
H 3.63667 -1.45091 -6.23868
H 3.04401 -3.69283 -5.23410
H 1.65142 -3.69424 -4.04377
H 0.05420 -3.73095 -5.73519
H 1.23702 -3.42516 -7.06284
H 1.18999 -4.95131 -6.16087
H 1.90006 -1.87396 -2.82478
H 2.24902 -0.32271 -3.55556
H 4.63995 -1.17029 -4.01593
H 4.21314 -2.67683 -3.31766
H 4.17658 -1.25328 -2.27225
C 3.63985 -4.48673 -0.23802
C 2.64374 -4.21668 0.87906
N 3.01003 -3.06463 1.66721
C 2.45151 -3.07553 3.01714
C 3.18494 -4.03068 3.94556
C 2.71036 -1.80457 0.97723
C 3.77782 -0.74382 1.21827
H 4.60308 -4.73639 0.22582
H 3.87165 -3.58515 -0.80476
H 3.36586 -5.34765 -0.84498
H 1.60415 -4.12673 0.50542
H 2.60577 -5.10732 1.51353
H 1.37145 -3.30916 2.97790
H 2.51023 -2.06862 3.43907
H 2.64269 -4.15521 4.88739
H 4.19188 -3.68255 4.16811
H 3.23984 -5.03227 3.51535
H 2.60645 -2.03240 -0.08439
H 1.70913 -1.46263 1.27165
H 4.73963 -1.26341 1.26154
H 3.83033 -0.01925 0.40872
H 3.66955 -0.28582 2.20309
C -3.62319 -5.57033 -2.64729
C -3.44970 -4.74777 -1.39189
N -2.84444 -5.49521 -0.30849
C -3.40360 -5.17154 1.00237
C -4.87197 -5.46686 1.12454
C -1.39011 -5.39099 -0.22932
C -0.63065 -5.62546 -1.53284
H -4.17251 -5.06622 -3.44489
H -4.18764 -6.45511 -2.34436
H -2.69417 -5.92657 -3.08504
H -2.93568 -3.78064 -1.54710
H -4.45543 -4.44528 -1.10608
H -2.92988 -5.85812 1.71340
H -3.11955 -4.15515 1.32830
H -5.06674 -6.51332 0.88670
H -5.22202 -5.34373 2.15618
H -5.56026 -4.83387 0.56207
H -1.01111 -6.11177 0.50192
H -1.12448 -4.39484 0.17280
H -0.98505 -4.94022 -2.30004
H -0.78970 -6.65007 -1.87577
H 0.44137 -5.50990 -1.37778
C 2.65628 3.68005 2.95858
C 1.88211 2.90383 4.00224
C 2.28010 1.48324 4.29636
O 0.95330 3.42616 4.58686
H 3.13344 4.52663 3.46079
H 1.99431 4.04874 2.17839
H 3.48483 3.12152 2.51707
H 1.48270 0.97660 4.83110
H 3.14742 1.46852 4.97053
H 2.63670 0.96759 3.40435
C -1.16013 -0.76118 5.01399
C -0.43022 -1.72131 5.90848
C 0.20504 -1.14337 7.15405
O -0.21149 -2.86284 5.57045
H -1.64358 -1.32722 4.21847
H -0.48535 -0.03729 4.55735
H -1.92916 -0.22554 5.57522
H 0.01631 -1.71710 8.05894
H -0.15355 -0.12176 7.32206
H 1.28715 -1.05886 7.03853
C -2.87229 8.61993 -0.53848
C -2.28740 7.34737 -1.08092
C -3.15962 6.52726 -1.99432
O -1.19660 6.95951 -0.73360
H -3.44831 9.15703 -1.29571
H -2.13753 9.22196 -0.01883
H -3.64933 8.32371 0.18062
H -2.82726 5.49497 -1.99796
H -3.22455 7.02097 -2.96415
H -4.18581 6.52027 -1.60679
*
```

These are the Mulliken partial charges, in e, on atoms 1 to 4:
1. C -1.324
2. C 1.017
3. O -0.297
4. C 0.159